# 1
{
  "formula": "C20H26N4O",
  "method": "ωB97M-V with the def2-TZVPD basis set",
  "species": ["C", "C", "C", "C", "C", "C", "C", "C", "N", "C", "O", "C", "C", "C", "C", "N", "C", "C", "N", "C", "C", "N", "C", "C", "C", "H", "H", "H", "H", "H", "H", "H", "H", "H", "H", "H", "H", "H", "H", "H", "H", "H", "H", "H", "H", "H", "H", "H", "H", "H", "H"],
  "positions_angstrom": [[-5.1187, -0.2876, 0.2685], [-3.8179, 0.4138, -0.1470], [-3.7139, 1.7308, 0.6268], [-3.8582, 0.7406, -1.6467], [-2.6440, -0.5130, 0.1224], [-1.6042, -0.1798, 0.9820], [-0.5435, -1.0422, 1.1879], [-0.4723, -2.2561, 0.5179], [0.6304, -3.1150, 0.6928], [1.9561, -2.8321, 0.5839], [2.7907, -3.6666, 0.8678], [2.3260, -1.4673, 0.0291], [3.2368, -1.6542, -1.1920], [3.6889, -0.2970, -1.7252], [4.3342, 0.5254, -0.6089], [3.4290, 0.6515, 0.5182], [2.5322, 1.6782, 0.5118], [1.5308, 1.8517, 1.4939], [0.6731, 2.8434, 1.4492], [0.7873, 3.7249, 0.4578], [1.8127, 3.6150, -0.4633], [2.6659, 2.6045, -0.4476], [3.0893, -0.6359, 1.0769], [-1.5231, -2.6180, -0.3169], [-2.5866, -1.7571, -0.5037], [-5.2823, -1.1954, -0.3055], [-5.9672, 0.3738, 0.1075], [-5.0828, -0.5521, 1.3232], [-2.8098, 2.2731, 0.3601], [-3.7195, 1.5559, 1.7000], [-4.5677, 2.3604, 0.3851], [-2.9329, 1.2263, -1.9499], [-4.6863, 1.4127, -1.8604], [-3.9849, -0.1567, -2.2463], [-1.5979, 0.7592, 1.5096], [0.2351, -0.7761, 1.8842], [0.4249, -4.0870, 0.8898], [1.4276, -0.9213, -0.2718], [4.1007, -2.2513, -0.8925], [2.7022, -2.2039, -1.9697], [2.8280, 0.2538, -2.1103], [4.3996, -0.4324, -2.5410], [5.2413, 0.0299, -0.2512], [4.5795, 1.5262, -0.9621], [1.4301, 1.1938, 2.3447], [0.0590, 4.5219, 0.4331], [1.9646, 4.3443, -1.2484], [4.0149, -1.1569, 1.3381], [2.5037, -0.5189, 1.9876], [-1.4984, -3.5709, -0.8255], [-3.3824, -2.0665, -1.1640]],
  "forces_ev_per_angstrom": [[0.150, 0.100, -0.046], [-0.167, 0.122, -0.040], [0.009, -0.234, -0.124], [0.001, -0.021, 0.183], [0.037, 0.027, 0.055], [-0.049, 0.011, -0.083], [0.011, -0.271, -0.039], [-0.244, 0.357, 0.025], [-0.415, -0.577, 0.120], [0.018, 0.352, -0.176], [0.292, -0.093, 0.055], [0.307, -0.188, 0.054], [-0.137, 0.108, -0.086], [0.099, -0.053, 0.191], [0.125, 0.151, -0.426], [0.368, -0.118, 0.153], [-0.168, 0.719, -0.147], [0.085, -0.230, 0.040], [-0.183, 0.078, 0.054], [0.024, 0.154, -0.113], [-0.263, 0.037, 0.125], [0.100, -0.390, 0.134], [-0.373, -0.214, 0.084], [0.129, 0.008, 0.052], [0.001, -0.010, 0.055], [-0.044, -0.119, -0.054], [-0.124, 0.067, -0.028], [-0.034, -0.041, 0.111], [0.116, 0.098, 0.025], [0.033, 0.037, 0.146], [-0.081, 0.051, -0.022], [0.087, 0.054, -0.069], [-0.111, 0.079, -0.047], [-0.013, -0.093, -0.096], [-0.032, 0.151, 0.045], [0.112, 0.023, 0.084], [0.150, 0.116, 0.042], [0.129, -0.009, 0.038], [-0.017, -0.056, -0.001], [0.038, -0.064, 0.006], [0.007, 0.056, -0.069], [-0.001, 0.031, -0.066], [-0.004, 0.022, -0.004], [0.118, -0.196, 0.049], [0.093, -0.163, 0.000], [0.018, 0.127, -0.088], [-0.104, 0.114, -0.014], [-0.101, 0.013, 0.048], [0.076, -0.024, 0.025], [0.034, -0.081, -0.083], [-0.100, -0.012, -0.077]],
  "spin_multiplicity": 1,
  "total_energy_ev": -29171.0092,
  "homo_ha": -0.2991,
  "fmax_ev_per_a": 0.753,
  "e_above_lowest_ev": 0.851,
  "smiles": "CC(C)(C)c1ccc(NC(=O)[C@@H]2CCCN(c3cnccn3)C2)cc1"
}

---

# 2
{
  "formula": "C8H21BeNOP2Se",
  "method": "ωB97M-V with the def2-TZVPD basis set",
  "species": ["Be", "H", "H", "P", "P", "C", "H", "H", "H", "C", "H", "H", "H", "C", "H", "H", "H", "C", "H", "H", "H", "C", "H", "H", "H", "C", "H", "H", "H", "C", "O", "H", "Se", "C", "N"],
  "positions_angstrom": [[-0.8138, 1.5578, 0.1083], [1.1811, -0.9291, -0.3601], [1.1343, -3.1296, 2.3273], [1.6957, 0.0752, -1.2395], [-2.0522, -0.0305, 0.5423], [-2.9864, 0.4483, 2.0350], [-3.9184, -0.1344, 2.0676], [-2.3804, 0.2440, 2.9294], [-3.2057, 1.5247, 1.9938], [-3.3671, -0.2021, -0.7067], [-3.1340, -1.0429, -1.3734], [-4.3205, -0.3916, -0.1922], [-3.4318, 0.7256, -1.2876], [-1.6537, -1.7714, 0.9076], [-0.7892, -1.8510, 1.5663], [-2.5181, -2.2430, 1.3856], [-1.4305, -2.3072, -0.0147], [0.8252, 0.7063, -2.7097], [1.5915, 1.0663, -3.4154], [0.2695, -0.1024, -3.2012], [0.1576, 1.5499, -2.4853], [2.4844, 1.5440, -0.5316], [2.8376, 1.3227, 0.4859], [3.3420, 1.8010, -1.1716], [1.8024, 2.4047, -0.5215], [3.0157, -0.9158, -1.9502], [2.5688, -1.7489, -2.5133], [3.6460, -0.3341, -2.6301], [3.6279, -1.3235, -1.1382], [0.0688, 2.0734, 1.5658], [0.4292, 2.3612, 2.6228], [-0.9312, 2.5357, -0.7645], [3.1765, -0.0834, 2.7587], [1.9750, -1.2851, 2.5229], [1.1036, -2.1149, 2.3876]],
  "forces_ev_per_angstrom": [[1.886, -0.074, 1.229], [0.297, 0.279, -0.450], [0.091, 0.493, 0.055], [-1.777, 1.529, 1.068], [0.038, 0.995, 0.218], [-0.439, -0.288, 0.271], [0.086, 0.120, 0.331], [-0.173, 0.100, -0.209], [0.083, -0.439, -0.026], [-0.205, -0.049, -0.108], [-0.125, 0.261, 0.085], [0.198, -0.010, -0.310], [-0.049, -0.259, 0.125], [-0.106, -0.130, 0.077], [-0.282, 0.149, -0.085], [0.063, -0.034, -0.057], [0.026, 0.014, -0.081], [-0.107, -0.172, -0.502], [0.067, -0.241, 0.070], [0.034, 0.212, 0.107], [0.230, -0.550, 0.322], [0.515, 0.132, 0.089], [-0.175, 0.200, -0.426], [0.179, -0.156, 0.067], [0.074, -0.639, -0.010], [0.640, -0.351, -0.505], [0.141, 0.182, 0.192], [-0.039, -0.133, 0.094], [-0.065, 0.051, -0.164], [-1.914, -1.190, -1.339], [0.770, 0.260, 0.421], [-0.254, 0.368, -0.785], [-0.179, -0.099, 0.071], [-0.664, -1.174, -0.044], [1.135, 0.644, 0.209]],
  "spin_multiplicity": 1,
  "total_energy_ev": -96494.9294,
  "homo_ha": [-0.1387, -0.1448],
  "fmax_ev_per_a": 2.621
}

---

# 3
{
  "formula": "C27H28F12N7O2PtS",
  "method": "ωB97M-V with the def2-TZVPD basis set",
  "species": ["Pt", "C", "C", "C", "C", "C", "N", "C", "C", "C", "C", "C", "C", "C", "C", "O", "C", "F", "F", "F", "C", "F", "F", "F", "C", "C", "C", "O", "C", "F", "F", "F", "C", "F", "F", "F", "H", "H", "H", "H", "H", "H", "H", "H", "H", "H", "H", "H", "C", "C", "N", "C", "S", "N", "C", "C", "H", "H", "H", "H", "H", "H", "H", "H", "H", "H", "H", "H", "N", "C", "N", "N", "C", "N", "H", "H", "H", "H"],
  "positions_angstrom": [[0.6407, 0.4108, 0.5985], [-2.1681, -4.4817, 4.3174], [-1.9602, -3.4681, 3.2214], [-2.8849, -2.4710, 2.9468], [-2.6422, -1.5480, 1.9530], [-1.4647, -1.5559, 1.1789], [-1.2550, -0.5494, 0.2597], [-2.2760, -0.0609, -0.5126], [-3.2029, -0.9894, -1.0434], [-4.1814, -0.6378, -1.9441], [-4.2992, 0.6762, -2.3795], [-5.3135, 1.0936, -3.4143], [-3.4225, 1.6103, -1.8462], [-2.4313, 1.2914, -0.9197], [-1.5738, 2.4032, -0.2816], [-0.2323, 2.2100, -0.2885], [-2.1270, 2.6162, 1.1835], [-1.7183, 1.6589, 2.0253], [-1.7349, 3.7890, 1.7349], [-3.4803, 2.6171, 1.2376], [-1.7639, 3.7911, -0.9814], [-1.5352, 3.7173, -2.3138], [-2.9898, 4.3547, -0.8276], [-0.8837, 4.6964, -0.5173], [-0.5245, -2.5828, 1.4504], [-0.8048, -3.5079, 2.4504], [0.7460, -2.7400, 0.5880], [1.5305, -1.6513, 0.4130], [1.7263, -3.8174, 1.1572], [1.2808, -5.1020, 1.1279], [2.0726, -3.5524, 2.4305], [2.8830, -3.8246, 0.4549], [0.2602, -3.2937, -0.8149], [1.2223, -3.9837, -1.4868], [-0.1058, -2.3008, -1.6362], [-0.7891, -4.1405, -0.7250], [-3.1735, -4.4223, 4.7350], [-1.4553, -4.3192, 5.1300], [-2.0100, -5.4941, 3.9399], [-3.8064, -2.4108, 3.5175], [-3.3567, -0.7570, 1.7616], [-3.0987, -2.0199, -0.7285], [-4.8557, -1.4014, -2.3193], [-6.1187, 0.3630, -3.4985], [-4.8389, 1.1881, -4.3953], [-5.7477, 2.0629, -3.1637], [-3.5528, 2.6288, -2.1780], [-0.1208, -4.3174, 2.6570], [4.2075, -1.0797, -3.7845], [3.0042, -1.3894, -2.8914], [3.0573, -0.6227, -1.6589], [2.6958, 0.6634, -1.5504], [2.9345, 1.4767, -0.0619], [2.3640, 1.3168, -2.6756], [1.8871, 2.6947, -2.7383], [3.0012, 3.6533, -3.1462], [4.1697, -1.6734, -4.6992], [5.1265, -1.3178, -3.2496], [4.2357, -0.0235, -4.0528], [3.0280, -2.4380, -2.6061], [2.0656, -1.2236, -3.4339], [2.8905, -1.1552, -0.8020], [2.1124, 0.7308, -3.4562], [1.4863, 2.9693, -1.7677], [1.0709, 2.7278, -3.4601], [3.8104, 3.6031, -2.4174], [2.6153, 4.6733, -3.1717], [3.3941, 3.4041, -4.1348], [3.6038, 2.3230, 3.2844], [2.9041, 2.2293, 4.4301], [3.3997, 2.8679, 5.5319], [1.8245, 1.5249, 4.5663], [1.3528, 0.8196, 3.5763], [0.9082, 0.1717, 2.7280], [4.4411, 2.8703, 3.2262], [3.2818, 1.8333, 2.4613], [3.8926, 3.7321, 5.3813], [2.7725, 2.8607, 6.3187]],
  "forces_ev_per_angstrom": [[-0.486, 0.012, -1.143], [0.096, 0.062, -0.073], [0.007, -0.070, -0.013], [-0.033, -0.039, -0.014], [0.140, 0.093, -0.078], [-0.415, -0.256, 0.304], [0.687, 0.318, 0.393], [-0.160, -0.182, -0.340], [0.098, 0.039, 0.065], [-0.001, -0.010, 0.078], [-0.039, 0.131, -0.038], [0.172, -0.034, 0.052], [-0.138, -0.257, -0.027], [0.169, 0.094, 0.101], [-0.265, 0.124, 0.198], [0.284, -0.355, 0.262], [-0.110, 0.009, 0.250], [-0.029, 0.072, -0.099], [0.037, -0.110, -0.075], [0.148, 0.025, -0.093], [0.149, 0.259, -0.172], [-0.009, -0.071, 0.167], [0.155, -0.123, -0.027], [-0.137, -0.122, -0.105], [0.149, 0.037, -0.066], [-0.214, 0.097, 0.133], [-0.029, -0.219, -0.336], [-0.050, 0.392, 0.061], [0.395, -0.096, -0.004], [-0.040, 0.208, -0.038], [-0.093, -0.007, -0.156], [-0.189, -0.027, 0.210], [-0.115, -0.033, -0.225], [-0.007, 0.110, 0.071], [0.060, -0.090, 0.101], [0.125, 0.075, 0.028], [-0.017, 0.003, -0.017], [-0.034, -0.048, 0.044], [-0.031, -0.037, 0.058], [0.012, 0.008, 0.031], [-0.020, -0.008, 0.006], [-0.025, -0.030, -0.059], [-0.002, 0.006, -0.031], [-0.021, 0.010, -0.005], [-0.096, 0.008, -0.051], [-0.052, -0.002, -0.033], [0.022, 0.034, 0.057], [0.035, 0.048, -0.012], [-0.134, -0.057, 0.066], [0.231, 0.155, -0.127], [-0.377, -0.193, 0.046], [0.997, 0.172, -0.310], [-0.376, 0.094, 0.187], [-0.411, -0.183, 0.104], [0.267, 0.224, 0.001], [-0.136, -0.117, 0.027], [-0.001, 0.014, -0.007], [0.023, 0.010, -0.027], [0.054, -0.003, -0.037], [-0.150, -0.025, 0.026], [-0.061, -0.099, 0.057], [-0.058, -0.035, 0.184], [0.051, 0.036, -0.007], [-0.157, -0.067, 0.079], [-0.049, -0.039, 0.052], [0.030, 0.025, -0.022], [0.030, 0.021, -0.010], [0.040, 0.025, 0.024], [-0.176, 0.094, 0.240], [0.393, -0.121, -0.502], [0.006, 0.086, -0.079], [-0.358, 0.069, 0.913], [0.011, -0.299, -0.302], [0.173, 0.209, 0.235], [0.052, -0.053, -0.057], [0.034, 0.010, -0.110], [0.025, -0.024, 0.028], [-0.054, 0.030, -0.017]],
  "s_squared": 2.01,
  "spin_multiplicity": 3,
  "total_energy_ev": -89674.5111,
  "homo_ha": [-0.1233, -0.1302],
  "total_charge": -1,
  "fmax_ev_per_a": 1.242,
  "e_above_lowest_ev": 0.311
}

---

# 4
{
  "formula": "C8H15P",
  "method": "ωB97M-V with the def2-TZVPD basis set",
  "species": ["C", "C", "C", "C", "C", "C", "C", "C", "P", "H", "H", "H", "H", "H", "H", "H", "H", "H", "H", "H", "H", "H", "H", "H"],
  "positions_angstrom": [[0.2253, -2.1403, -1.1327], [2.0667, -0.1010, -0.4224], [1.0256, 0.3244, 0.5873], [-0.3807, 0.3928, 0.0416], [-0.7676, -3.2163, -0.9987], [1.4314, 1.6937, 1.1640], [-1.6617, 0.2222, 0.8660], [-0.5224, 1.2364, -1.2011], [1.8362, -1.8981, -1.0715], [2.0542, 0.5496, -1.3582], [3.0229, -0.0267, -0.0625], [0.9821, -0.2582, 1.4079], [-0.9944, -3.4969, 0.1002], [-0.5977, -4.0254, -1.7811], [-1.6545, -2.7240, -1.4315], [2.3558, 1.6407, 1.6891], [0.6143, 2.0667, 1.6651], [1.6106, 2.3614, 0.3507], [-1.8856, 1.1379, 1.3846], [-1.5432, -0.4184, 1.7435], [-2.5372, -0.2282, 0.2659], [-0.0623, 2.2539, -0.8539], [-1.5514, 1.1998, -1.5377], [0.0492, 0.9277, -2.0082]],
  "forces_ev_per_angstrom": [[0.933, 0.499, 1.833], [-2.631, -0.563, -2.775], [-0.733, 2.209, -1.891], [-0.347, -0.928, -1.097], [-1.041, 0.338, -1.050], [0.750, -0.879, -2.034], [0.521, -1.333, -0.460], [-0.090, 1.268, 2.673], [0.094, 0.471, 0.031], [-0.090, -0.592, 1.187], [2.479, 0.054, 1.105], [0.175, -2.674, 2.600], [0.576, 0.116, -2.004], [0.071, 0.298, 1.527], [-0.449, -0.462, 0.516], [0.472, -0.072, 0.904], [-1.474, 1.043, 1.844], [0.196, 0.668, -0.662], [-0.735, 0.957, -0.317], [0.369, -0.519, -0.264], [1.310, 1.139, 0.806], [-1.463, -1.082, -1.095], [-0.221, 0.817, 0.073], [1.329, -0.776, -1.449]],
  "spin_multiplicity": 1,
  "total_energy_ev": -17822.6791,
  "homo_ha": [-0.2589, -0.2676],
  "fmax_ev_per_a": 3.865,
  "e_above_lowest_ev": 4.355
}